# 1
The following is a DFT calculation (ωB97M-V with the def2-TZVPD basis set) of C29H32N5O7OsS4 as an isolated structure.

CARTESIAN COORDINATES (ANGSTROEM)
Os (-1.093, 0.182, 0.285)
N (-1.635, -1.302, -1.083)
C (-1.563, -2.652, -0.480)
C (-1.042, -2.612, 0.940)
O (-0.799, -3.602, 1.574)
N (-0.764, -1.307, 1.405)
C (0.401, -1.179, 2.259)
C (1.457, -0.444, 1.405)
O (2.625, -0.398, 1.694)
O (0.932, 0.132, 0.337)
H (-1.021, -1.255, -1.904)
H (-2.603, -1.100, -1.334)
H (-2.535, -3.140, -0.507)
H (-0.855, -3.264, -1.039)
H (0.188, -0.582, 3.148)
H (0.788, -2.148, 2.568)
O (0.644, -1.340, -2.520)
S (1.602, -1.664, -3.633)
C (1.897, -0.118, -4.547)
C (2.582, 1.025, -3.804)
C (1.844, 1.605, -2.594)
C (0.636, 2.422, -3.030)
S (-0.575, 2.867, -1.782)
O (-1.110, 1.508, -1.306)
C (0.378, 3.703, -0.544)
C (-0.031, 5.020, -0.346)
C (0.652, 5.816, 0.562)
C (1.722, 5.288, 1.269)
C (2.112, 3.967, 1.077)
C (1.445, 3.161, 0.169)
C (3.204, -1.815, -2.861)
C (3.321, -1.519, -1.514)
C (4.564, -1.632, -0.904)
C (5.663, -2.040, -1.646)
C (5.528, -2.345, -2.997)
C (4.290, -2.241, -3.613)
H (0.908, 0.145, -4.929)
H (2.499, -0.421, -5.407)
H (2.759, 1.823, -4.533)
H (3.568, 0.688, -3.481)
H (2.540, 2.254, -2.061)
H (1.538, 0.811, -1.914)
H (0.026, 1.890, -3.765)
H (0.913, 3.385, -3.470)
H (-0.876, 5.416, -0.895)
H (0.344, 6.841, 0.717)
H (2.256, 5.908, 1.977)
H (2.944, 3.556, 1.634)
H (1.741, 2.131, 0.041)
H (2.452, -1.197, -0.958)
H (4.655, -1.401, 0.149)
H (6.631, -2.132, -1.171)
H (6.385, -2.675, -3.567)
H (4.176, -2.497, -4.660)
N (-3.281, -4.798, 4.416)
C (-3.555, -3.744, 3.591)
C (-3.342, -2.425, 4.025)
C (-3.636, -1.362, 3.202)
C (-4.138, -1.592, 1.922)
C (-4.380, -2.892, 1.489)
C (-4.099, -3.957, 2.317)
S (-4.433, -0.255, 0.843)
O (-4.576, -0.795, -0.482)
O (-5.390, 0.656, 1.391)
N (-3.002, 0.562, 0.826)
C (-2.689, 1.598, 1.677)
S (-3.609, 2.747, 2.525)
C (-2.136, 3.520, 3.006)
C (-1.059, 2.886, 2.498)
N (-1.377, 1.771, 1.753)
H (-2.696, -4.641, 5.217)
H (-3.217, -5.717, 4.012)
H (-2.949, -2.248, 5.018)
H (-3.474, -0.351, 3.557)
H (-4.796, -3.058, 0.504)
H (-4.291, -4.968, 1.981)
H (-2.155, 4.382, 3.651)
H (-0.027, 3.159, 2.646)

Values from the calculation:
Net charge: +1
HOMO (spin up / spin down) in eV: -10.55 / -10.59
Calculated total energy in eV: -98178.593
Energy relative to the best compared isomer or geometry (same formula, charge and spin) in eV: 0.0000

Here are the Löwdin charges for atoms 1 to 2, given in e: number 1, Os, carries 1.621; number 2, N, carries -0.059



# 2
The following is a DFT calculation (ωB97M-V with the def2-TZVPD basis set) of C29H33AsCdN9OS3SbSe4 as an isolated structure.

CARTESIAN COORDINATES (ANGSTROEM)
Cd (0.202, -0.052, -0.317)
S (1.537, 3.124, 1.100)
C (2.435, 2.294, -0.074)
N (2.151, 1.189, -0.742)
C (3.158, 0.858, -1.659)
C (3.141, -0.219, -2.543)
C (4.214, -0.422, -3.392)
C (5.311, 0.440, -3.373)
C (5.339, 1.526, -2.513)
C (4.256, 1.726, -1.668)
S (3.994, 2.984, -0.505)
H (2.280, -0.872, -2.565)
H (4.163, -1.243, -4.096)
H (6.139, 0.267, -4.050)
H (6.179, 2.209, -2.493)
N (1.995, -3.620, 0.138)
C (1.858, -3.141, 1.354)
N (2.320, -3.871, 2.388)
C (2.143, -3.328, 3.575)
N (2.628, -4.011, 4.648)
N (1.546, -2.155, 3.841)
C (1.118, -1.521, 2.751)
N (1.239, -1.931, 1.506)
C (0.409, -0.218, 3.003)
C (0.393, 0.325, 4.278)
C (-0.308, 1.501, 4.491)
C (-0.921, 2.122, 3.421)
C (-0.783, 1.551, 2.165)
N (-0.229, 0.354, 1.979)
H (2.394, -4.526, -0.046)
H (1.591, -3.123, -0.651)
H (2.926, -4.957, 4.497)
H (2.349, -3.710, 5.562)
H (0.907, -0.195, 5.071)
H (-0.362, 1.933, 5.483)
H (-1.448, 3.061, 3.523)
H (-1.291, 1.978, 1.308)
C (-3.082, -0.038, -5.300)
N (-2.196, 0.901, -4.620)
N (-2.441, 1.160, -3.276)
C (-1.202, 1.421, -2.645)
O (-1.128, 1.700, -1.442)
C (-0.212, 1.290, -3.667)
C (-0.846, 0.921, -4.813)
C (-0.274, 0.553, -6.134)
C (-3.579, 1.919, -2.935)
C (-3.985, 1.951, -1.603)
C (-5.029, 2.779, -1.225)
C (-5.689, 3.566, -2.162)
C (-5.311, 3.491, -3.495)
C (-4.263, 2.670, -3.887)
H (-4.104, 0.150, -4.980)
H (-2.801, -1.076, -5.093)
H (-2.999, 0.128, -6.373)
H (0.849, 1.379, -3.511)
H (0.798, 0.725, -6.137)
H (-0.755, 1.126, -6.931)
H (-0.424, -0.514, -6.330)
H (-3.462, 1.344, -0.877)
H (-5.328, 2.813, -0.184)
H (-6.483, 4.234, -1.853)
H (-5.827, 4.085, -4.239)
H (-3.946, 2.630, -4.920)
C (-3.157, -2.124, 2.731)
As (-3.561, -0.815, 1.340)
C (-4.543, 0.437, 2.556)
C (-5.156, -1.648, 0.595)
S (-2.018, -1.312, -0.497)
H (-4.097, -2.486, 3.154)
H (-2.589, -1.643, 3.530)
H (-2.585, -2.963, 2.340)
H (-5.368, -0.135, 2.987)
H (-4.950, 1.295, 2.023)
H (-3.893, 0.772, 3.363)
H (-5.866, -1.842, 1.403)
H (-4.905, -2.585, 0.103)
H (-5.620, -0.977, -0.127)
Se (-1.704, -3.519, -5.403)
Sb (0.398, -3.270, -4.116)
Se (-0.249, -1.811, -2.087)
Se (1.334, -5.362, -3.213)
Se (2.013, -2.320, -5.751)

Values from the calculation:
Net charge: -2
HOMO in eV: -1.52
Calculated total energy in eV: -411904.899
Energy relative to the best compared isomer or geometry (same formula, charge and spin) in eV: 1.7947

Here are the Löwdin charges for atoms 1 to 2, given in e: number 1, Cd, carries 1.143; number 2, S, carries 0.475



# 3
The following is a DFT calculation (ωB97M-V with the def2-TZVPD basis set) of C29H33BBr2F9I2N2O4PS in the gas phase.

CARTESIAN COORDINATES (ANGSTROEM)
C (7.068, 1.605, 1.051)
O (6.120, 2.100, 0.105)
C (5.969, 1.164, -0.948)
C (4.716, 1.560, -1.740)
C (3.505, 1.621, -0.791)
C (2.161, 1.828, -1.550)
C (1.353, 0.535, -1.693)
N (0.812, -0.016, -0.421)
C (0.724, 0.938, 0.648)
C (1.591, 0.954, 1.717)
C (1.476, 1.898, 2.721)
B (2.483, 1.852, 3.962)
O (2.014, 1.265, 5.106)
O (3.766, 2.336, 3.881)
C (3.925, 3.485, 3.026)
C (0.489, 2.862, 2.684)
C (-0.396, 2.859, 1.609)
N (-1.459, 3.795, 1.514)
C (-0.259, 1.909, 0.628)
S (-1.375, 1.815, -0.765)
C (-1.605, 0.042, -0.796)
C (-2.841, -0.550, -1.012)
C (-4.046, 0.362, -1.173)
I (-4.477, 1.495, 0.653)
C (-3.972, 1.312, -2.414)
C (-3.124, 0.718, -3.559)
I (-5.986, 1.563, -3.219)
C (-2.924, -1.937, -1.050)
C (-4.249, -2.629, -1.361)
F (-4.972, -1.949, -2.302)
F (-4.037, -3.813, -2.011)
C (-5.126, -2.952, -0.094)
F (-4.777, -2.145, 0.922)
F (-4.764, -4.200, 0.304)
C (-6.668, -3.033, -0.327)
F (-7.185, -3.628, 0.757)
F (-6.872, -3.813, -1.406)
C (-7.438, -1.688, -0.555)
F (-8.663, -1.841, -0.002)
F (-7.654, -1.436, -1.843)
F (-6.877, -0.633, 0.031)
C (-1.780, -2.693, -0.777)
P (-1.727, -4.536, -0.642)
O (-1.238, -4.869, 0.718)
C (-0.548, -2.087, -0.552)
C (0.721, -2.883, -0.263)
Br (2.000, -2.792, -1.781)
C (1.407, -2.466, 1.101)
C (2.929, -2.351, 1.048)
Br (1.006, -3.805, 2.494)
C (-0.438, -0.690, -0.593)
H (6.720, 0.627, 1.410)
H (7.138, 2.325, 1.870)
H (8.050, 1.522, 0.562)
H (6.855, 1.195, -1.608)
H (5.880, 0.130, -0.573)
H (4.519, 0.816, -2.520)
H (4.872, 2.573, -2.129)
H (3.641, 2.324, 0.031)
H (3.448, 0.622, -0.327)
H (2.458, 2.092, -2.577)
H (1.588, 2.682, -1.180)
H (0.508, 0.782, -2.358)
H (1.972, -0.164, -2.258)
H (2.370, 0.197, 1.772)
H (2.508, 1.623, 5.856)
H (4.862, 3.993, 3.269)
H (3.936, 3.198, 1.970)
H (3.097, 4.177, 3.219)
H (0.355, 3.605, 3.466)
H (-1.308, 4.612, 2.089)
H (-2.355, 3.368, 1.719)
H (-4.986, -0.160, -1.279)
H (-3.666, 2.313, -2.114)
H (-2.070, 0.942, -3.348)
H (-3.384, 1.221, -4.493)
H (-3.307, -0.355, -3.646)
H (-2.971, -5.160, -0.773)
H (-0.891, -5.040, -1.670)
H (0.561, -3.955, -0.171)
H (0.930, -1.557, 1.454)
H (3.290, -1.511, 0.450)
H (3.359, -3.316, 0.771)
H (3.263, -2.159, 2.079)

Values from the calculation:
Net charge: 0
HOMO in eV: -8.47
SMILES string: COCCCCCN1c2cc(B(O)OC)cc(N)c2Sc2c([C@@H](I)[C@@H](C)I)c(C(F)(F)C(F)(F)C(F)(F)C(F)(F)F)c([PH2]=O)c([C@@H](Br)[C@H](C)Br)c21
Calculated total energy in eV: -243324.801

Here are the Löwdin charges for atoms 1 to 2, given in e: number 1, C, carries -0.094; number 2, O, carries -0.209